[1]
The following is a quantum chemistry calculation of a 6-piece molecular cluster, C5H24N2O6 overall, from the Open Molecules 2025 dataset.

Properties
E_tot: -20837.06947 eV
structure (SMILES): CC[C@@H](CN)NCO.O.O.O.O.O
maximum force: 5.3 eV/A
M: 208.3 g mol⁻¹
LUMO: 0.232 eV
net charge: 0
HOMO: -8.40 eV

Atoms and positions in Å:
C  1.36685  0.38401  0.84023
N  0.63739  -0.22178  1.95550
C  0.87804  -0.21864  -0.59839
C  1.79958  -1.34728  -1.11629
C  1.43512  -1.74672  -2.51606
N  1.08854  0.90789  -1.47154
C  -0.09239  1.40005  -2.16890
O  -0.86148  2.11566  -1.21501
H  1.14315  1.48759  0.88997
H  2.48119  0.33052  0.87315
H  0.75490  -1.07203  2.42128
H  -0.40046  -0.17870  1.89451
H  -0.18947  -0.53548  -0.53169
H  1.89693  -2.17437  -0.40326
H  2.78853  -0.93376  -1.09582
H  2.12856  -2.36339  -2.97450
H  0.50777  -2.36475  -2.47378
H  1.32664  -0.86828  -3.26731
H  2.04772  1.12829  -1.64724
H  0.29236  2.02155  -3.12685
H  -0.81858  0.58520  -2.38341
H  -0.63614  2.93529  -0.90911
H  -0.42953  -3.05738  1.05746
H  -1.79426  -3.38160  0.68334
O  -0.88973  -3.81645  0.76750
H  -1.93688  3.48968  0.85791
H  -0.89678  3.94029  2.00594
O  -1.58353  4.31653  1.35710
H  2.64707  -1.64856  1.15272
H  3.40968  -3.00451  0.92914
O  3.27665  -2.26021  1.52781
H  -3.06004  -0.05048  1.25966
H  -2.53216  0.28512  2.55995
O  -2.57897  -0.39088  1.99170
H  -4.00361  1.45160  -0.48103
H  -2.50417  0.84982  -0.94991
O  -3.19131  0.97248  -0.22564

---

[2]
The following is a quantum chemistry calculation of a 12-piece molecular cluster, C40H72Cl8N8 overall, from the Open Molecules 2025 dataset.

Properties
E_tot: -154746.85947 eV
structure (SMILES): CCCC#N.CCCC#N.CCCC#N.CCCC#N.CCCC#N.CCCC#N.CCCC#N.CCCC#N.ClCCCl.ClCCCl.ClCCCl.ClCCCl
maximum force: 5.8 eV/A
M: 948.7 g mol⁻¹
LUMO: 0.167 eV
net charge: 0
HOMO: -10.64 eV

Atoms and positions in Å:
C  -0.82015  -3.93036  -3.36941
C  -0.03923  -5.21706  -3.14694
C  1.02344  -5.22309  -2.03702
C  0.30810  -4.92584  -0.76845
N  -0.24424  -4.72301  0.21019
H  -1.48053  -3.66770  -2.54297
H  -1.43898  -3.88857  -4.26574
H  -0.14746  -3.11358  -3.63107
H  0.44397  -5.42794  -4.10096
H  -0.73821  -6.03446  -2.96980
H  1.77591  -4.45211  -2.20276
H  1.38880  -6.24734  -1.96257
C  3.97814  -0.50921  2.18180
C  3.94064  -1.04513  3.60594
C  5.29020  -1.58800  4.12908
C  6.24507  -0.57963  4.56933
N  6.99461  0.23174  4.99705
H  4.50670  -1.20815  1.53357
H  4.36594  0.49569  2.01482
H  2.95597  -0.40423  1.81816
H  3.10655  -1.74579  3.64424
H  3.64233  -0.23596  4.27254
H  5.74097  -2.30917  3.44730
H  5.05037  -2.14985  5.03181
C  -1.49961  2.12980  5.23601
C  -0.44520  1.42409  6.14807
C  0.79915  0.97753  5.37514
C  0.51440  0.06870  4.25671
N  0.33386  -0.67422  3.36940
H  -2.51567  2.24681  5.61288
H  -1.53841  1.47318  4.36685
H  -1.24169  3.15111  4.95581
H  -0.90861  0.62717  6.72968
H  -0.22585  2.17884  6.90327
H  1.49064  0.47760  6.05338
H  1.22799  1.90564  4.99723
C  -2.95144  2.78799  0.96269
C  -3.78072  1.50797  0.85396
C  -4.85905  1.32785  1.88549
C  -5.91603  2.32131  1.75674
N  -6.72348  3.13695  1.62287
H  -3.55612  3.67060  0.75423
H  -2.12915  2.73567  0.24911
H  -2.58470  2.87764  1.98522
H  -3.05217  0.70298  0.95039
H  -4.21701  1.26877  -0.11585
H  -4.45982  1.37620  2.89859
H  -5.37594  0.37569  1.76583
C  -3.05077  -0.08603  -4.96830
C  -4.43124  0.28284  -4.35785
C  -4.51622  0.37011  -2.84139
C  -4.13502  -0.83208  -2.08235
N  -3.83965  -1.79837  -1.55480
H  -3.21015  -0.32952  -6.01874
H  -2.65620  -1.03540  -4.60621
H  -2.17694  0.55419  -4.84734
H  -5.09589  -0.50296  -4.71683
H  -4.77068  1.22020  -4.79856
H  -5.57193  0.54856  -2.63709
H  -3.99621  1.21768  -2.39494
C  3.68214  -4.82046  1.26638
C  2.75679  -5.06003  2.43798
C  3.30255  -6.01418  3.44584
C  4.47691  -5.49735  4.23932
N  5.34889  -5.08167  4.89223
H  4.63910  -4.46599  1.64935
H  3.22173  -4.04693  0.65175
H  3.83593  -5.66046  0.58899
H  1.74667  -5.28319  2.09455
H  2.58571  -4.12925  2.97880
H  3.50315  -6.98893  3.00118
H  2.54365  -6.24974  4.19195
C  0.18129  0.93340  -6.16523
C  -0.46205  2.13900  -6.79663
C  -0.27458  2.14697  -8.36212
C  -1.13547  1.16862  -9.02899
N  -1.82627  0.46132  -9.54434
H  -0.06024  0.98825  -5.10374
H  1.26361  0.82805  -6.23992
H  -0.32818  0.05635  -6.56440
H  -0.05204  3.04831  -6.35716
H  -1.52792  2.13482  -6.56855
H  0.75072  1.93019  -8.66191
H  -0.40707  3.16781  -8.72049
C  -0.65901  5.80757  2.52119
C  0.50769  5.06304  3.10065
C  1.50099  4.57402  2.05063
C  1.01685  3.41266  1.39295
N  0.59237  2.43802  0.86443
H  -1.33054  6.17324  3.29800
H  -1.25827  5.08798  1.96335
H  -0.47699  6.65090  1.85503
H  0.18626  4.20847  3.69604
H  0.99005  5.80826  3.73317
H  2.40372  4.38327  2.63098
H  1.72980  5.31460  1.28429
Cl  2.31868  2.33292  -3.30182
C  3.16466  1.30572  -2.12386
C  4.38830  1.99441  -1.48519
Cl  5.41316  2.64051  -2.76752
H  3.42815  0.34012  -2.55549
H  2.41269  1.10358  -1.36111
H  5.00258  1.32386  -0.88427
H  4.15034  2.84148  -0.84180
Cl  0.31938  5.29839  -1.22485
C  -1.09102  4.85310  -2.21929
C  -0.79865  3.56625  -2.96373
Cl  -2.15838  3.28774  -3.99200
H  -1.30127  5.64043  -2.94317
H  -1.96143  4.76624  -1.56895
H  -0.63228  2.72792  -2.28725
H  0.08417  3.70091  -3.58871
Cl  -0.22572  0.12824  -2.34148
C  -0.75575  -0.96515  -1.01622
C  0.35827  -1.04515  0.01770
Cl  1.71062  -1.97174  -0.73332
H  -1.04432  -1.89645  -1.50356
H  -1.63489  -0.56707  -0.50953
H  0.03322  -1.69475  0.83038
H  0.69018  -0.06322  0.35495
Cl  -2.29900  -2.93732  5.23727
C  -2.40139  -3.82382  3.65396
C  -2.42514  -2.89974  2.42503
Cl  -3.73547  -1.75181  2.54350
H  -3.27216  -4.47811  3.69609
H  -1.48464  -4.41174  3.60921
H  -2.47682  -3.47768  1.50231
H  -1.52781  -2.28097  2.42011

---

[3]
The following is a quantum chemistry calculation of C25H32BrHfN8O3 as an isolated structure, from the Open Molecules 2025 dataset.

Properties
E_tot: -115855.63455 eV
maximum force: 0.5 eV/A
M: 751.0 g mol⁻¹
LUMO: -2.414 eV
net charge: +1
HOMO: -7.89 eV

Atoms and positions in Å:
Hf  -1.58022  0.35223  -1.09119
O  -5.08111  -0.22274  1.43932
C  -4.22931  -0.22558  0.55840
N  -3.19955  0.63503  0.42187
C  -3.14189  1.58933  1.51153
C  -1.76154  2.12802  1.74167
C  -1.56083  3.17084  2.64474
C  -0.28238  3.62777  2.87736
C  0.77717  3.03177  2.19621
C  0.49158  2.02262  1.30476
N  -0.75031  1.57217  1.07020
C  -4.25198  -1.31496  -0.48113
C  -5.40271  -2.05653  -0.69227
C  -5.37155  -3.05581  -1.64720
C  -4.19567  -3.27029  -2.35934
C  -3.10808  -2.45740  -2.11095
N  -3.13020  -1.49972  -1.17740
H  -3.48638  1.11336  2.43713
H  -3.83444  2.42448  1.35398
H  -2.41231  3.60856  3.14906
H  -0.10635  4.43839  3.57212
H  1.79562  3.36288  2.34379
H  1.28498  1.55781  0.72857
H  -6.27720  -1.83367  -0.09850
H  -6.25055  -3.65473  -1.84518
H  -4.13450  -4.03435  -3.12103
H  -2.19768  -2.52858  -2.69178
N  -0.91935  -1.61291  0.78187
C  0.51874  -1.85513  0.74028
C  0.81081  -3.34544  0.48958
C  2.25836  -3.79948  0.29017
C  3.19408  -3.56770  1.47176
N  3.57821  -2.16059  1.52615
C  4.42145  -1.64983  2.38738
N  5.01054  -2.40391  3.32256
N  4.68153  -0.33173  2.34542
C  1.13812  -0.96811  -0.34881
O  2.34814  -0.68578  -0.29636
O  0.35769  -0.56652  -1.26665
H  -1.27238  -1.46799  1.71781
H  -1.44096  -2.37370  0.36373
H  0.95725  -1.53433  1.68843
H  0.25099  -3.63383  -0.40568
H  0.37417  -3.90209  1.32376
H  2.68992  -3.33146  -0.59777
H  2.24148  -4.87209  0.09471
H  4.08737  -4.18630  1.34607
H  2.70544  -3.85979  2.40831
H  3.13889  -1.53245  0.80705
H  4.83061  -3.39047  3.37040
H  5.65332  -2.01158  3.98660
H  4.31947  0.20670  1.57534
H  5.43599  0.06210  2.87815
C  3.19215  3.08981  -3.04373
C  1.78505  3.29471  -2.55789
C  1.15323  4.53137  -2.62255
C  -0.15637  4.65730  -2.19772
C  -0.78851  3.52565  -1.72051
Br  -2.58389  3.62307  -1.16280
N  -0.21829  2.33135  -1.63534
C  1.05570  2.23229  -2.05148
H  3.81559  3.95319  -2.81319
H  3.20894  2.94953  -4.12575
H  3.63643  2.20497  -2.58951
H  1.68051  5.39450  -3.01047
H  -0.68458  5.59788  -2.23923
H  1.49503  1.24601  -1.98371
C  -2.12315  0.48447  -3.01539
H  -1.34268  0.70908  -3.75629
H  -3.09768  0.46831  -3.50945

---

Which of these has the lowest E_tot? C40H72Cl8N8

---

Among the records above, which one has the highest E_tot? C5H24N2O6

---

net charge of number 1 (C5H24N2O6)? 0

---

Which of these has the highest HOMO? C25H32BrHfN8O3